No. 1
15
Properties=species:S:1:pos:R:3 method="wB97M-V/def2-TZVPD" max_force_ev_per_a=3.751 spin_multiplicity=1 relative_energy_kj_mol=259.28 smiles="[H]/N=C1/C=CNC=CN1" energy_ha=-358.91962 total_charge=0
H 2.95975 0.83670 0.23941
N 2.72884 -0.26325 0.09008
C 1.41502 -0.21635 -0.10042
C 0.62361 -1.39597 -0.03181
C -0.75456 -1.50994 -0.04561
N -1.71926 -0.60384 -0.04914
C -1.54559 0.76478 0.11624
C -0.43444 1.48196 -0.04006
N 0.81764 1.03359 -0.12411
H 1.27361 -2.29337 0.16142
H -1.02799 -2.53240 -0.08120
H -2.70723 -0.91734 -0.13311
H -2.55751 1.29594 0.36802
H -0.52067 2.53711 -0.06380
H 1.44876 1.78238 -0.30590



No. 2
15
Properties=species:S:1:pos:R:3 method="wB97M-V/def2-TZVPD" max_force_ev_per_a=4.617 spin_multiplicity=1 relative_energy_kj_mol=491.95 smiles="[H]/N=C/C=N/C(C=C)=N/[H]" energy_ha=-358.83100 total_charge=0
H -2.13798 1.97343 -0.09612
N -1.30021 1.47842 0.20998
C -0.40182 1.39069 -0.67715
C 1.17554 1.29355 -0.27687
N 1.74067 0.20180 -0.28660
C 0.42631 -0.83560 -0.61023
C 0.18963 -1.54200 0.65294
C -0.24870 -1.01989 1.79201
N 0.31752 -1.21620 -1.79433
H -0.58257 -1.58943 -2.08871
H -0.49739 1.77036 -1.70511
H 1.62577 2.28235 -0.28678
H 0.46372 -2.58813 0.58476
H -0.30462 -1.63099 2.68092
H -0.46587 0.03165 1.90129



No. 3
15
Properties=species:S:1:pos:R:3 method="wB97M-V/def2-TZVPD" max_force_ev_per_a=3.598 spin_multiplicity=1 relative_energy_kj_mol=357.99 energy_ha=-358.88203 total_charge=0
C -2.43947 0.78309 0.10916
N -2.25899 -0.67131 -0.09597
N -1.03318 -1.01146 -0.07123
C 0.08332 -0.22129 0.04503
C 0.54305 1.08027 -0.09348
C 1.90188 1.04895 -0.04142
C 2.34299 -0.30075 0.05729
N 1.24990 -1.04171 -0.05247
H -1.62964 1.04051 0.91835
H -3.52263 1.16781 0.58201
H -2.17913 1.29467 -0.90527
H -0.06621 1.94953 -0.09098
H 2.53980 1.95183 -0.15583
H 3.32849 -0.66907 0.49478
H 1.23465 -2.00551 0.23519